74
Properties=species:S:1:pos:R:3:mulliken_charge:R:1 method="wB97M-V/def2-TZVPD" gap_ev=9.3 max_force_ha_per_bohr=0.035 smiles="C#C[C@@]1(CCCCC)OS(=O)(=O)O[C@@H]1B(O)O.O=[N+]([O-])c1ccccc1.O=[N+]([O-])c1ccccc1.O=[N+]([O-])c1ccccc1" e_tot_ev=-69028.7779 homo_ev=-9.94
C -1.777 0.304 0.186 0.07
C -0.772 0.743 0.668 -1.55
C 0.450 1.334 1.303 1.88
C 0.581 2.691 0.608 -1.21
C 1.480 3.753 1.237 -0.72
C 1.106 4.163 2.670 -0.33
C 1.545 5.602 3.042 -0.50
C 0.390 6.438 3.620 -1.20
O 0.204 1.336 2.741 -0.51
S 0.177 -0.211 3.217 1.43
O -1.138 -0.731 3.340 -0.60
O 0.956 -0.274 4.412 -0.72
O 0.932 -0.815 1.946 -0.44
C 1.549 0.276 1.186 0.30
B 2.989 0.594 1.842 0.69
O 3.839 1.465 1.190 -0.69
O 3.376 -0.053 2.988 -0.59
H -2.706 0.097 -0.290 0.58
H -0.422 3.082 0.450 0.60
H 0.973 2.456 -0.386 0.20
H 2.528 3.467 1.195 0.21
H 1.400 4.641 0.602 0.56
H 0.043 3.998 2.858 0.36
H 1.610 3.472 3.354 0.14
H 2.341 5.524 3.780 0.33
H 1.928 6.077 2.138 0.39
H 0.532 7.493 3.390 0.34
H 0.313 6.309 4.699 0.29
H -0.560 6.117 3.192 0.36
H 1.701 0.043 0.129 -0.23
H 4.105 2.179 1.782 0.32
H 3.208 0.442 3.799 0.32
O 2.308 -0.481 -4.015 -0.62
N 1.741 -0.642 -2.953 1.05
O 1.480 0.262 -2.177 -0.55
C 1.346 -2.007 -2.580 -0.23
C 1.672 -3.059 -3.418 -0.43
C 1.315 -4.343 -3.036 -0.49
C 0.646 -4.557 -1.836 -0.60
C 0.320 -3.484 -1.018 -0.54
C 0.669 -2.198 -1.391 0.50
H 2.195 -2.883 -4.346 0.50
H 1.566 -5.179 -3.675 0.39
H 0.376 -5.562 -1.539 0.44
H -0.195 -3.626 -0.080 0.54
H 0.417 -1.361 -0.757 0.07
O -1.568 -3.519 1.828 -0.60
N -2.406 -4.371 2.053 1.04
O -2.974 -5.024 1.198 -0.62
C -2.765 -4.608 3.459 0.02
C -2.160 -3.840 4.438 -0.07
C -2.531 -4.045 5.757 -0.58
C -3.483 -5.004 6.078 -0.42
C -4.069 -5.770 5.078 -0.42
C -3.712 -5.572 3.754 -0.45
H -1.425 -3.089 4.189 0.43
H -2.075 -3.450 6.537 0.40
H -3.769 -5.155 7.110 0.39
H -4.808 -6.518 5.328 0.38
H -4.164 -6.155 2.966 0.46
O -1.275 -1.212 -7.386 -0.61
N -1.485 -0.093 -7.808 1.02
O -2.171 0.163 -8.778 -0.61
C -0.863 1.036 -7.093 -0.05
C -0.052 0.773 -6.006 -0.26
C 0.545 1.836 -5.346 -0.14
C 0.319 3.136 -5.780 -0.70
C -0.506 3.379 -6.871 -0.33
C -1.105 2.323 -7.538 -0.51
H 0.117 -0.243 -5.679 0.57
H 1.187 1.647 -4.498 0.39
H 0.791 3.963 -5.266 0.39
H -0.681 4.392 -7.205 0.37
H -1.746 2.498 -8.389 0.45

=====

84
Properties=species:S:1:pos:R:3:mulliken_charge:R:1 method="wB97M-V/def2-TZVPD" gap_ev=1.3 max_force_ha_per_bohr=0.088 e_tot_ev=-198699.0463 charge=+2 homo_ev=-11.36
C 2.164 0.163 3.688 -0.53
C 1.910 -1.390 3.480 -0.36
C 0.471 -1.748 2.949 -0.15
C 0.026 -0.971 1.669 0.81
C 1.052 -0.531 0.725 -0.74
C 0.764 0.272 -0.546 -2.27
C -0.669 0.606 -0.819 1.13
C -1.140 1.462 -2.068 -0.85
I 0.407 1.850 -3.525 0.16
C -1.612 2.926 -1.519 0.00
C -0.561 3.574 -0.548 -0.33
C -1.721 0.138 0.119 1.10
C -1.397 -0.654 1.360 0.16
C -2.516 -1.117 2.293 0.93
O -2.386 -2.227 2.994 -1.08
C -3.830 -0.206 2.350 2.31
C -4.817 -0.061 3.549 -1.07
C -5.984 0.806 3.388 -1.20
C -6.237 1.578 2.154 -0.69
C -5.312 1.456 1.008 -0.39
C -4.159 0.564 1.155 0.07
C -3.227 0.421 -0.108 -0.41
O -3.765 0.507 -1.180 -0.46
H 2.819 0.499 2.825 0.12
H 1.223 0.782 3.585 -0.04
H 2.732 0.420 4.614 0.36
H 2.704 -1.769 2.795 0.13
H 2.036 -1.871 4.491 0.40
H 0.424 -2.862 2.769 0.23
H -0.270 -1.521 3.770 -0.10
H 2.113 -0.801 0.949 0.49
H 1.639 0.566 -1.166 0.43
H -1.993 0.983 -2.620 0.68
H -2.550 2.815 -0.899 0.04
H -1.789 3.656 -2.346 0.14
H -0.906 4.624 -0.325 0.42
H 0.456 3.687 -1.020 0.38
H -0.544 3.032 0.445 -0.53
H -4.691 -0.620 4.534 -0.31
H -6.754 0.940 4.191 0.37
H -7.112 2.255 2.035 0.42
H -5.467 2.015 0.051 0.50
C -0.213 5.629 4.019 0.56
F 0.410 5.557 5.198 -0.18
F -1.091 6.634 4.099 -0.19
F 0.703 5.978 3.109 -0.19
S -1.034 4.030 3.578 1.45
O -2.023 3.772 4.649 -0.58
O 0.024 3.054 3.531 -0.59
O -1.692 4.245 2.286 -0.61
C 2.133 -5.094 1.250 0.31
Cl 2.290 -3.391 0.819 -0.06
Cl 2.674 -5.347 2.924 -0.01
Cl 0.463 -5.633 1.048 -0.14
H 2.769 -5.681 0.582 0.14
Ca -3.164 -1.926 4.695 1.40
C 5.478 -5.213 -3.275 -0.98
S 4.390 -6.444 -2.540 0.46
O 3.671 -5.783 -1.402 -0.59
C 5.700 -7.456 -1.832 -0.99
H 4.862 -4.449 -3.748 0.26
H 6.097 -4.755 -2.502 0.37
H 6.106 -5.688 -4.029 0.38
H 6.305 -6.857 -1.150 0.30
H 6.322 -7.857 -2.632 0.38
H 5.242 -8.278 -1.283 0.33
N -2.371 6.198 -3.315 1.00
O -2.129 6.224 -2.093 -0.51
O -3.363 6.770 -3.757 -0.54
O -1.609 5.588 -4.079 -0.50
Na 1.238 2.394 0.884 0.89
C 0.297 4.988 -6.704 0.49
Cl 1.359 6.379 -6.941 -0.12
Cl -1.248 5.238 -7.518 -0.11
Cl 1.077 3.502 -7.286 -0.15
H 0.108 4.881 -5.640 -0.10
Cl 2.211 -5.018 5.344 -0.34
C 1.227 -3.783 -4.892 -0.62
C 2.393 -4.308 -5.640 0.30
N 3.298 -4.716 -6.216 -0.37
H 0.330 -4.337 -5.169 0.29
H 1.396 -3.891 -3.820 0.19
H 1.081 -2.728 -5.126 0.24
Be -3.248 3.325 3.328 0.44